No. 1
{"formula": "C17H16IrN2O11P2", "method": "ωB97M-V with the def2-TZVPD basis set", "total_charge": -1, "de_lowest_kj_mol": 136.50, "e_homo_ev": [-5.688, -5.690], "mol_weight_g_mol": 678.5, "symbols": ["Ir", "O", "C", "O", "C", "C", "C", "N", "C", "C", "C", "O", "O", "H", "H", "H", "C", "C", "O", "P", "O", "O", "O", "P", "O", "O", "O", "H", "H", "H", "H", "H", "H", "H", "C", "C", "C", "C", "C", "C", "C", "C", "N", "H", "H", "H", "H", "H", "H"], "coordinates": [[-0.365, -0.722, 0.958], [-3.440, 4.416, 4.616], [-2.289, 4.507, 4.168], [-1.393, 5.361, 4.282], [-1.865, 3.286, 3.273], [-0.659, 3.326, 2.584], [-0.284, 2.245, 1.817], [-1.031, 1.134, 1.751], [-2.209, 1.102, 2.389], [-2.666, 2.159, 3.149], [-3.001, -0.154, 2.195], [-4.149, -0.227, 2.559], [-2.324, -1.095, 1.599], [-0.037, 4.207, 2.660], [0.610, 2.253, 1.215], [-3.632, 2.097, 3.627], [-1.632, -2.117, -3.851], [-1.325, -1.654, -2.437], [-2.545, -1.498, -1.721], [-0.358, -2.916, -1.535], [-1.083, -4.312, -1.767], [1.011, -3.151, -2.279], [-0.231, -2.683, -0.058], [-0.377, -0.058, -2.461], [1.050, -0.629, -3.072], [-0.915, 0.946, -3.389], [-0.143, 0.309, -1.008], [-2.303, -2.975, -3.825], [-0.712, -2.401, -4.361], [-2.099, -1.298, -4.397], [-2.401, -1.028, -0.886], [-1.430, -4.630, -0.923], [1.372, -2.296, -2.605], [1.409, 0.052, -3.656], [1.373, -1.108, 2.141], [2.196, -0.568, 1.072], [2.727, -1.398, 0.064], [3.340, -0.864, -1.043], [3.474, 0.519, -1.174], [3.094, 1.348, -0.120], [2.490, 0.805, 0.993], [3.934, 1.064, -2.418], [4.255, 1.474, -3.444], [1.316, -0.525, 3.054], [1.441, -2.180, 2.300], [2.620, -2.471, 0.163], [3.717, -1.506, -1.829], [3.265, 2.414, -0.190], [2.205, 1.439, 1.820]]}

---

No. 2
{"formula": "C17H16N6O2S2", "method": "ωB97M-V with the def2-TZVPD basis set", "de_lowest_kj_mol": 1547.90, "e_homo_ev": -7.986, "mol_weight_g_mol": 400.5, "symbols": ["C", "N", "C", "N", "N", "N", "S", "C", "C", "C", "S", "C", "C", "H", "C", "C", "C", "O", "C", "C", "C", "N", "N", "H", "H", "C", "C", "C", "C", "O", "H", "H", "H", "H", "H", "H", "H", "H", "H", "H", "H", "H", "H"], "coordinates": [[-2.611, -0.134, -2.369], [-2.071, -0.906, -1.331], [-2.479, -0.754, -0.061], [-1.879, -1.755, 0.628], [-1.086, -2.464, -0.363], [-1.321, -1.911, -1.331], [-3.940, 0.135, 0.669], [-3.377, 0.502, 2.138], [-1.929, 0.517, 2.302], [-1.143, -0.275, 3.310], [0.456, 0.103, 3.131], [0.197, 1.026, 1.633], [-0.992, 0.984, 1.381], [-1.354, 1.877, 0.731], [1.468, 1.308, 0.757], [1.930, 0.026, 0.361], [1.622, -0.469, -0.935], [0.778, 0.441, -1.699], [0.772, 1.906, -1.478], [1.015, 2.323, -0.086], [0.897, 3.638, -0.017], [0.748, 4.867, 0.435], [0.061, 2.653, -2.342], [0.100, 2.236, -3.164], [0.118, 3.710, -2.535], [2.018, -1.587, -1.637], [2.257, -2.818, -0.544], [3.361, -1.926, 0.354], [2.854, -0.803, 1.123], [3.427, -0.428, 2.140], [3.566, -2.679, 1.138], [4.218, -1.939, -0.301], [2.611, -3.527, -0.975], [1.311, -2.961, 0.000], [1.053, -2.000, -2.228], [2.839, -1.270, -2.250], [2.288, 1.767, 1.344], [-1.577, -0.822, 4.371], [-3.820, -0.278, 2.860], [-3.924, 1.565, 2.628], [-1.892, -0.403, -3.111], [-2.800, 1.000, -1.960], [-3.770, -0.472, -2.714]]}

---

No. 3
{"formula": "C17H16N6O4", "method": "ωB97M-V with the def2-TZVPD basis set", "de_lowest_kj_mol": 182.19, "e_homo_ev": -9.404, "mol_weight_g_mol": 368.4, "symbols": ["O", "O", "N", "N", "N", "N", "O", "O", "C", "C", "C", "C", "C", "C", "C", "C", "C", "C", "C", "C", "N", "N", "C", "C", "C", "C", "C", "H", "H", "H", "H", "H", "H", "H", "H", "H", "H", "H", "H", "H", "H", "H", "H"], "coordinates": [[0.523, -2.942, 0.647], [3.074, 0.277, -1.034], [-2.906, 3.128, -0.898], [-1.382, 4.121, 1.393], [-0.252, 2.816, 2.906], [-2.147, 1.093, -0.489], [-0.528, 4.150, 2.537], [-3.495, 2.249, -1.912], [1.372, -2.081, 0.517], [2.634, -0.498, -0.289], [-2.145, 2.403, -0.136], [-1.322, 2.879, 1.048], [-0.750, 2.025, 2.069], [-2.864, 1.063, -1.630], [2.465, -0.767, 3.868], [3.266, 0.254, 3.340], [1.720, -1.592, 3.036], [3.358, 0.516, 2.009], [1.951, -1.354, 1.610], [2.690, -0.293, 1.140], [-0.781, 0.711, 2.252], [1.824, -1.498, -0.667], [-3.094, -0.267, -2.272], [1.267, -1.693, -2.001], [-2.144, -0.713, -3.485], [-0.266, -1.492, -1.943], [-0.655, -0.694, -3.222], [2.456, -0.902, 4.962], [3.770, 0.922, 3.972], [1.041, -2.479, 3.404], [4.041, 1.256, 1.738], [-1.442, 0.194, 1.638], [-0.604, 0.374, 3.289], [-3.049, -1.064, -1.473], [-4.191, -0.303, -2.693], [1.611, -2.697, -2.268], [1.630, -0.966, -2.676], [-2.392, -0.198, -4.418], [-2.405, -1.773, -3.517], [-0.691, -1.050, -1.126], [-0.648, -2.484, -1.986], [-0.159, -0.998, -4.131], [-0.380, 0.366, -3.109]]}

---

No. 4
{"formula": "C17H16O3", "method": "ωB97M-V with the def2-TZVPD basis set", "de_lowest_kj_mol": 1.38, "e_homo_ev": -8.717, "mol_weight_g_mol": 268.3, "symbols": ["C", "C", "C", "C", "C", "C", "C", "H", "H", "C", "O", "C", "C", "O", "C", "C", "C", "C", "C", "C", "O", "H", "H", "C", "H", "H", "H", "H", "H", "H", "H", "H", "H", "H", "H", "H"], "coordinates": [[-4.857, -1.958, -1.357], [-3.857, -0.960, -0.864], [-3.380, -1.028, 0.442], [-2.440, -0.131, 0.909], [-1.948, 0.869, 0.068], [-2.437, 0.945, -1.238], [-3.372, 0.042, -1.698], [-3.733, 0.113, -2.713], [-2.057, 1.725, -1.882], [-0.934, 1.859, 0.473], [-0.713, 2.860, -0.173], [-0.137, 1.559, 1.739], [0.594, 0.232, 1.652], [0.262, -0.687, 2.399], [1.658, 0.091, 0.670], [2.075, 1.147, -0.158], [3.067, 0.973, -1.088], [3.699, -0.267, -1.239], [3.309, -1.314, -0.432], [2.302, -1.162, 0.525], [1.986, -2.226, 1.265], [1.271, -1.959, 1.894], [3.773, -2.285, -0.514], [4.780, -0.434, -2.258], [5.603, 0.248, -2.048], [5.161, -1.451, -2.264], [4.400, -0.195, -3.251], [3.369, 1.800, -1.713], [1.610, 2.115, -0.072], [0.573, 2.372, 1.897], [-0.820, 1.513, 2.589], [-2.103, -0.216, 1.929], [-3.754, -1.797, 1.102], [-5.606, -2.162, -0.595], [-4.355, -2.898, -1.592], [-5.352, -1.603, -2.257]]}

---

No. 5
{"formula": "C17H17BIrN9Se4", "method": "ωB97M-V with the def2-TZVPD basis set", "total_charge": 1, "de_lowest_kj_mol": 67.26, "e_homo_ev": [-10.859, -11.329], "s2": 8.769, "mol_weight_g_mol": 866.3, "spin_multiplicity": 6, "symbols": ["Ir", "C", "C", "N", "N", "C", "B", "N", "C", "C", "C", "N", "N", "C", "C", "C", "N", "N", "C", "C", "C", "N", "H", "H", "H", "H", "H", "H", "H", "H", "H", "H", "H", "H", "Se", "Se", "Se", "Se", "C", "C", "C", "N", "C", "C", "H", "H", "H", "H", "H"], "coordinates": [[0.339, 0.608, -1.517], [-1.887, 3.351, 1.067], [-1.412, 2.969, -0.178], [-0.603, 1.910, -0.065], [-0.530, 1.609, 1.251], [-1.307, 2.455, 1.945], [0.230, 0.357, 1.805], [-0.501, -0.892, 1.292], [-1.144, -1.904, 1.907], [-1.684, -2.721, 0.938], [-1.320, -2.127, -0.267], [-0.606, -1.024, -0.054], [1.685, 0.338, 1.246], [2.815, 0.139, 1.944], [3.884, 0.160, 1.071], [3.308, 0.375, -0.174], [1.980, 0.465, -0.066], [0.320, 0.509, 3.310], [0.908, 1.554, 3.956], [0.802, 1.334, 5.302], [0.123, 0.102, 5.394], [-0.159, -0.387, 4.203], [-2.554, 4.161, 1.302], [-1.618, 3.410, -1.139], [-1.397, 2.368, 3.014], [-1.162, -1.952, 2.980], [-2.258, -3.619, 1.086], [-1.556, -2.456, -1.264], [2.787, 0.000, 3.011], [4.927, 0.041, 1.306], [3.796, 0.473, -1.128], [1.355, 2.370, 3.409], [1.158, 1.961, 6.100], [-0.166, -0.444, 6.278], [2.451, 0.293, -3.408], [2.693, 1.715, -5.068], [0.546, 2.894, -5.309], [-0.616, 2.487, -3.493], [-1.733, -2.916, -4.495], [-2.424, -1.754, -4.190], [-1.804, -0.797, -3.408], [-0.561, -0.942, -2.938], [0.094, -2.074, -3.219], [-0.451, -3.080, -3.994], [-2.191, -3.686, -5.101], [-3.432, -1.586, -4.542], [-2.324, 0.111, -3.131], [1.079, -2.184, -2.783], [0.122, -3.975, -4.189]]}

---

No. 6
{"formula": "C17H17Br2CrNO", "method": "ωB97M-V with the def2-TZVPD basis set", "de_lowest_kj_mol": 9.53, "e_homo_ev": [-6.381, -7.237], "s2": 6.073, "mol_weight_g_mol": 463.1, "spin_multiplicity": 5, "symbols": ["C", "C", "C", "H", "C", "H", "H", "H", "C", "H", "H", "C", "H", "H", "C", "H", "H", "C", "H", "H", "Cr", "H", "Br", "C", "C", "C", "Br", "C", "C", "C", "C", "N", "C", "C", "O", "H", "H", "H", "H"], "coordinates": [[-0.268, 2.686, 0.562], [-2.402, 0.460, 0.134], [-0.880, 2.748, -0.684], [0.785, 2.843, 0.831], [-1.876, 0.285, -1.303], [-3.175, -0.294, 0.332], [-1.983, 2.913, -0.761], [-2.389, -0.584, -1.739], [-0.365, 2.240, -2.029], [0.675, 1.812, -1.966], [-0.262, 3.044, -2.804], [-1.244, 2.313, 1.684], [-1.561, 3.225, 2.225], [-0.703, 1.715, 2.452], [-2.558, 1.588, 1.158], [-3.301, 2.365, 0.862], [-2.987, 1.101, 2.053], [-1.533, 1.236, -2.439], [-2.407, 1.866, -2.731], [-1.284, 0.633, -3.339], [-0.615, 0.416, -0.033], [-0.437, 3.804, -0.203], [0.551, -1.906, 4.612], [1.191, -2.173, 2.854], [2.309, -2.980, 2.657], [2.849, -3.207, 1.396], [4.398, -4.306, 1.238], [2.271, -2.621, 0.233], [2.721, -2.829, -1.083], [2.106, -2.177, -2.129], [1.063, -1.273, -1.884], [0.655, -1.044, -0.625], [1.174, -1.736, 0.430], [0.583, -1.477, 1.747], [-0.384, -0.638, 1.851], [2.779, -3.444, 3.515], [3.548, -3.511, -1.234], [2.420, -2.342, -3.152], [0.536, -0.751, -2.688]]}

---

No. 7
{"formula": "C17H17Br2NOTi", "method": "ωB97M-V with the def2-TZVPD basis set", "de_lowest_kj_mol": 0.00, "e_homo_ev": [-5.238, -7.536], "s2": 2.032, "mol_weight_g_mol": 459.0, "spin_multiplicity": 3, "symbols": ["C", "C", "C", "H", "C", "H", "H", "H", "C", "H", "H", "C", "H", "H", "C", "H", "H", "C", "H", "H", "Ti", "H", "Br", "C", "C", "C", "Br", "C", "C", "C", "C", "N", "C", "C", "O", "H", "H", "H", "H"], "coordinates": [[-1.075, -1.126, -2.223], [1.659, -0.297, -2.660], [-1.674, 0.245, -2.285], [-1.671, -1.839, -1.644], [1.194, 1.026, -2.401], [2.650, -0.613, -2.306], [-2.775, 0.135, -2.301], [1.837, 1.701, -1.824], [-1.221, 1.167, -3.439], [-1.912, 2.022, -3.449], [-1.361, 0.665, -4.408], [-0.365, -1.735, -3.420], [-1.005, -1.669, -4.313], [-0.238, -2.816, -3.238], [1.033, -1.140, -3.761], [0.963, -0.554, -4.695], [1.716, -1.977, -3.986], [0.214, 1.729, -3.332], [0.647, 1.799, -4.345], [0.129, 2.774, -2.993], [0.377, -0.346, -1.057], [-1.534, 0.784, -1.318], [0.053, -4.412, 1.450], [0.179, -2.663, 2.140], [-0.076, -2.346, 3.480], [-0.053, -1.030, 3.938], [-0.353, -0.689, 5.796], [0.135, 0.080, 3.052], [0.077, 1.447, 3.383], [0.121, 2.401, 2.381], [0.209, 2.023, 1.035], [0.272, 0.715, 0.691], [0.323, -0.253, 1.682], [0.450, -1.617, 1.250], [0.766, -1.876, -0.026], [-0.289, -3.153, 4.165], [-0.010, 1.725, 4.430], [0.076, 3.464, 2.616], [0.248, 2.739, 0.210]]}

---

No. 8
{"formula": "C17H17Br6N3", "method": "ωB97M-V with the def2-TZVPD basis set", "de_lowest_kj_mol": 98.50, "e_homo_ev": -9.650, "mol_weight_g_mol": 742.8, "symbols": ["C", "Br", "Br", "Br", "H", "C", "Br", "Br", "Br", "H", "N", "C", "C", "C", "C", "C", "H", "H", "H", "H", "H", "N", "C", "C", "C", "C", "C", "H", "H", "H", "H", "H", "N", "C", "C", "C", "C", "C", "H", "H", "H", "H", "H"], "coordinates": [[5.899, 11.166, 13.528], [4.590, 11.327, 12.081], [7.489, 12.128, 13.131], [6.272, 9.346, 13.636], [5.402, 11.657, 14.374], [5.806, 7.176, 10.679], [6.864, 8.462, 9.712], [7.079, 6.043, 11.567], [4.770, 6.190, 9.439], [5.140, 7.759, 11.300], [9.590, 5.490, 13.658], [9.338, 5.371, 14.957], [9.435, 6.415, 15.845], [9.903, 7.624, 15.412], [10.131, 7.779, 14.019], [9.984, 6.696, 13.247], [9.014, 4.460, 15.378], [9.382, 6.232, 16.889], [10.091, 8.390, 16.111], [10.606, 8.631, 13.458], [10.245, 6.799, 12.197], [11.843, 10.780, 10.584], [12.058, 9.875, 9.635], [11.293, 9.699, 8.565], [10.178, 10.508, 8.353], [9.853, 11.404, 9.334], [10.768, 11.544, 10.472], [12.897, 9.177, 9.783], [11.580, 8.952, 7.847], [9.643, 10.431, 7.439], [8.931, 12.007, 9.345], [10.488, 12.255, 11.283], [7.157, 14.450, 9.882], [7.190, 14.046, 8.576], [6.426, 14.661, 7.617], [5.610, 15.747, 7.980], [5.653, 16.210, 9.261], [6.422, 15.497, 10.214], [7.894, 13.327, 8.334], [6.556, 14.236, 6.639], [5.038, 16.244, 7.162], [4.995, 16.949, 9.692], [6.401, 15.917, 11.258]]}